<P>
C2H6N3OS | the ωB97M-V functional and the def2-TZVPD basis

Computed properties:
Lowest unoccupied orbital energy   -4.20 eV
HOMO level   -14.192 eV
Frontier orbital gap   0.3671 Ha
Charge   +1

Each line ends with the Löwdin charge.
Geometry (Å):
H1 -0.04970 -1.68927 1.47865  0.1479
C1 -1.36329 0.44199 -0.05045  -0.7689
H2 -0.12970 -2.08582 -0.05138  0.0159
H3 -2.11781 2.19888 -0.36068  0.1053
H4 2.41566 -1.24825 -0.22908  0.0868
H5 -0.78768 2.27734 0.69147  0.1540
N1 0.32132 -0.25349 0.27272  -0.0652
H6 1.38623 1.19639 -0.81485  0.1782
N2 -1.46897 1.71289 0.16779  0.1341
S1 -2.33756 -0.65274 -0.59481  0.8897
C2 1.30913 0.17965 -0.39154  -0.1905
N3 0.43370 -1.62761 0.54841  0.1035
O1 2.38869 -0.44997 -0.66625  0.2093

<Q>
C2H6N3OS | the ωB97M-V functional and the def2-TZVPD basis

Computed properties:
Lowest unoccupied orbital energy   -4.78 eV
HOMO level   -12.821 eV
Frontier orbital gap   0.2954 Ha
Charge   +1

Each line ends with the Löwdin charge.
Geometry (Å):
C1 -0.63744 1.68169 1.92453  -0.3165
H1 0.40613 -1.84140 -2.87418  0.1145
N1 -1.54800 0.99501 2.45880  0.1859
H2 -0.68332 -2.22221 -1.54360  0.0645
H3 2.32646 -0.11113 -2.20450  0.1515
H4 -1.95383 0.03202 2.25871  0.1567
H5 -2.09816 1.45975 3.27423  0.2222
N2 0.05590 -1.70652 -1.94231  0.0897
N3 1.58011 0.07803 -1.50128  0.1067
H6 2.10379 0.37153 -0.69143  0.1017
S1 -0.24997 -0.54630 0.24404  0.7541
C2 0.57859 -0.70269 -1.13601  -0.9342
O1 0.11973 2.51222 1.73299  0.3032

It is <P> that is the least stable of them.

<P>
C2H6N3OS | the ωB97M-V functional and the def2-TZVPD basis

Computed properties:
Lowest unoccupied orbital energy (spin up / spin down)   -7.69 / -7.69 eV
HOMO level (spin up / spin down)   -13.984 / -13.984 eV
Frontier orbital gap (spin up / spin down)   0.2312 / 0.2312 Ha
Charge   +1

Each line ends with the Löwdin charge.
Geometry (Å):
C1 0.14940 -1.10401 -0.53723  -0.2338
N1 0.30286 1.64211 0.15764  0.1533
H1 -0.54342 -0.70276 1.59146  0.1891
S1 -1.49617 0.10370 -2.24390  1.1287
C2 0.37706 -0.51088 0.86684  -0.1188
N2 0.71556 0.87191 1.02836  -0.4135
N3 -1.07079 -0.48867 -0.90161  -0.3770
H2 0.57338 2.65262 0.25231  0.1339
H3 1.11231 -1.20815 1.41474  0.1676
H4 0.24604 -2.25954 -0.65196  0.2038
O1 1.48371 1.20587 1.95693  0.0326
H5 -2.76905 0.65420 -1.75822  0.0431
H6 0.91911 -0.85637 -1.17537  0.0911

<Q>
C2H6N3OS | the ωB97M-V functional and the def2-TZVPD basis

Computed properties:
Lowest unoccupied orbital energy   -5.11 eV
HOMO level   -14.155 eV
Frontier orbital gap   0.3324 Ha
Charge   +1

Each line ends with the Löwdin charge.
Geometry (Å):
H1 -1.16295 2.30377 0.47984  0.1094
H2 -0.53762 -1.49959 0.36232  0.1182
S1 1.89109 -0.33651 0.72788  0.9715
O1 1.15791 -1.42875 1.28845  -0.5426
H3 -2.29510 0.02784 1.40787  0.2295
C1 -0.99829 1.32813 0.16802  0.1515
C2 -0.26366 0.29752 -0.85575  -0.3063
N1 1.04607 -0.04626 -0.90134  -0.1774
N2 -1.08396 -0.72068 -0.03236  0.0372
H4 2.81200 -1.03662 -0.12207  0.0478
H5 1.73515 0.47794 -1.36939  0.0737
H6 -0.83027 0.37525 -1.94307  0.2244
N3 -1.47037 0.25796 0.78957  0.0632

<R>
C2H6N3OS | the ωB97M-V functional and the def2-TZVPD basis

Computed properties:
Lowest unoccupied orbital energy   -3.85 eV
HOMO level   -12.975 eV
Frontier orbital gap   0.3353 Ha
Charge   +1

Each line ends with the Löwdin charge.
Geometry (Å):
N1 2.72864 -0.62401 1.67661  -0.1246
H1 -3.27682 0.61155 -1.08461  0.0860
C1 3.12372 -0.45166 0.52740  -0.2829
H2 -1.82245 0.07066 -0.66507  0.0658
N2 -2.35909 0.78413 -1.20231  0.2977
C2 0.49690 -0.41364 0.44749  -0.5503
H3 -2.35199 0.73459 -2.27969  0.2010
H4 4.06977 -0.50209 0.22364  0.0468
O1 1.55425 -0.70828 2.03959  -0.0297
S1 1.68798 -0.32308 -0.72020  1.0095
H5 -2.05190 1.72935 -1.02914  0.1486
N3 -0.73073 -0.29709 0.59629  0.0453
H6 -1.06829 -0.61044 1.47000  0.0869

<S>
C2H6N3OS | the ωB97M-V functional and the def2-TZVPD basis

Computed properties:
Lowest unoccupied orbital energy (spin up / spin down)   -5.49 / -5.49 eV
HOMO level (spin up / spin down)   -14.460 / -14.461 eV
Frontier orbital gap (spin up / spin down)   0.3297 / 0.3297 Ha
Charge   +1

Each line ends with the Löwdin charge.
Geometry (Å):
H1 0.36075 -3.34352 -1.90729  0.0099
H2 -1.88601 0.69381 1.62598  0.0838
H3 -0.39836 1.33486 2.25936  0.0964
O1 1.05770 0.51613 -1.65254  -0.2337
C1 -0.10809 0.61545 0.26863  -0.0942
H4 -1.31467 2.13723 1.00613  0.1113
H5 0.38851 -1.49825 1.00237  0.0898
S1 1.38021 -1.51045 -1.09816  1.1320
N1 0.73597 -0.81625 0.32839  -0.1694
H6 0.12443 2.10787 -1.08991  0.1607
N2 0.30870 -2.59315 -1.28947  -0.2021
N3 0.32409 1.20404 -0.82865  -0.0088
C2 -0.97325 1.15224 1.37516  0.0242

It is <P> that is the least stable of them.

<P>
C5H10O | the ωB97M-V functional and the def2-TZVPD basis

Computed properties:
Lowest unoccupied orbital energy   0.98 eV
HOMO level   -8.512 eV
Frontier orbital gap   0.3487 Ha

Each line ends with the Löwdin charge.
Geometry (Å):
H1 -1.48957 -0.52893 1.80497  0.0782
H2 0.54798 0.38729 -2.42229  0.1216
H3 -0.36683 -1.88199 1.89392  0.0724
H4 -1.14999 0.91928 -2.26468  0.1216
H5 0.80708 1.73305 1.10299  0.1185
C1 0.26251 -0.35082 0.45085  -0.3458
C2 0.69595 1.08595 0.24479  -0.2724
H6 -0.19830 -1.59374 -1.33200  0.1103
H7 2.11557 0.90209 -0.11265  0.1643
H8 1.45508 -0.24713 0.25345  0.1169
H9 0.05711 -0.34462 2.64130  0.0685
C3 -0.52982 -0.67486 -0.83447  -0.1300
C4 -0.27666 0.55745 -1.71691  -0.1659
H10 -1.60765 -0.79580 -0.63353  0.1126
O1 0.10439 1.62510 -0.83767  -0.1032
C5 -0.41591 -0.79274 1.76101  -0.0677

<Q>
C5H10O | the ωB97M-V functional and the def2-TZVPD basis

Computed properties:
Lowest unoccupied orbital energy   0.95 eV
HOMO level   -8.277 eV
Frontier orbital gap   0.3391 Ha

Each line ends with the Löwdin charge.
Geometry (Å):
H1 -0.70571 0.78230 1.39255  0.1046
C1 0.38150 0.85094 1.25637  -0.2669
H2 0.16114 1.97295 -0.58915  0.1074
C2 -1.62538 -1.04830 -2.04622  -0.0690
H3 0.70809 1.74309 1.80447  0.1036
C3 0.67927 1.06671 -0.24321  -0.2296
H4 -1.90655 -1.80070 -1.30542  0.0888
H5 1.76001 1.19558 -0.38053  0.1033
H6 2.14353 -0.33816 1.72533  0.0758
O1 -0.99779 0.05561 -1.37491  -0.1421
H7 -2.51594 -0.65598 -2.54221  0.0874
H8 -0.92683 -1.48123 -2.76470  0.0828
C4 0.24268 -0.16081 -1.01042  -0.0529
H9 0.82787 -0.49243 2.90886  0.0686
H10 0.71963 -1.29827 1.32779  0.0610
C5 1.05448 -0.39131 1.84139  -0.1228

<R>
C5H10O | the ωB97M-V functional and the def2-TZVPD basis

Computed properties:
Lowest unoccupied orbital energy   1.16 eV
HOMO level   -8.651 eV
Frontier orbital gap   0.3606 Ha

Each line ends with the Löwdin charge.
Geometry (Å):
C1 -0.70781 -1.08490 0.04707  -0.3109
O1 -1.48812 -0.01426 -0.53546  -0.0609
H1 0.83776 -2.32740 -0.89805  0.0873
H2 -0.19235 2.68576 1.53869  0.0830
H3 0.20750 -0.96727 -1.86731  0.0817
H4 0.50441 2.68420 1.28816  0.0673
H5 -1.27869 -1.77723 0.67507  0.1454
H6 0.20862 -0.11759 1.96058  0.1356
C2 -0.58940 0.92722 0.03987  -0.2623
C3 -0.05535 -1.75236 -1.14866  -0.0416
H7 -0.80034 -2.38728 -1.63836  0.0846
C4 0.10377 -0.08634 0.88312  -0.1884
H8 1.71341 1.28294 0.59740  0.0822
H9 1.49469 0.32260 -0.89653  0.0817
H10 -0.96782 1.92891 -0.04476  0.0969
C5 1.00971 0.68300 -0.00083  -0.0816

It is <R> that is the least stable of them.

<P>
C5H10O | the ωB97M-V functional and the def2-TZVPD basis

Computed properties:
Lowest unoccupied orbital energy   1.10 eV
HOMO level   -8.658 eV
Frontier orbital gap   0.3586 Ha

Each line ends with the Löwdin charge.
Geometry (Å):
H1 1.46038 1.72897 -0.67974  0.0857
C1 -0.35353 -1.47653 0.01718  -0.1827
C2 -0.71406 -0.11192 0.52602  -0.2916
H2 -2.71797 0.31765 -0.18829  0.0702
H3 -1.47201 1.00380 -1.23200  0.0824
H4 2.67833 0.48649 -0.40547  0.0868
C3 1.60795 0.65040 -0.57725  -0.0518
H5 1.31138 0.17720 -1.51129  0.0769
H6 1.13255 0.70671 1.48054  0.1336
H7 -0.14997 -0.87137 1.70708  0.2618
H8 -0.91750 -2.35843 0.33856  0.1157
O1 0.92499 -1.32486 0.78716  -0.1575
H9 -1.81996 1.74325 0.33743  0.0691
C4 0.77591 0.18911 0.58174  -0.3430
C5 -1.72638 0.78197 -0.17503  -0.0664
H10 -0.02012 -1.64244 -1.00664  0.1110

<Q>
C5H10O | the ωB97M-V functional and the def2-TZVPD basis

Computed properties:
Lowest unoccupied orbital energy   0.83 eV
SMILES   C=CCC.C=O
HOMO level   -9.793 eV
Frontier orbital gap   0.3904 Ha

Each line ends with the Löwdin charge.
Geometry (Å):
H1 0.80042 0.55312 -2.59939  0.0710
H2 -0.37699 1.14073 1.49280  0.1013
H3 1.14415 -0.75720 -1.46473  0.0690
C1 0.37112 0.63628 0.87929  -0.2240
O1 -2.50136 -1.19518 1.63992  -0.0062
C2 0.48987 0.10043 -1.65233  -0.1140
H4 1.56252 1.60646 -0.56789  0.1071
H5 -2.18312 -0.21692 -0.10690  0.0814
C3 -1.98040 -1.08120 0.56119  -0.1801
H6 0.98964 -0.60315 2.47173  0.0608
C4 0.57093 1.14203 -0.53176  -0.2649
C5 1.10158 -0.32978 1.42847  -0.0048
H7 -0.52727 -0.27980 -1.79191  0.0551
H8 -0.14308 1.94623 -0.73088  0.1009
H9 -1.26999 -1.82672 0.15410  0.0835
H10 1.86194 -0.86474 0.86159  0.0639

It is <P> that is the least stable of them.